56
Properties=species:S:1:pos:R:3:nbo_charge:R:1 method="wB97M-V/def2-TZVPD" homo_ev=-8.038 smiles="CCCC(=O)N1CCN(c2nc(CC(C)C)c3c(c2C#N)CCC3)CC1" de_lowest_kcal_mol=18.09 charge=0 spin_multiplicity=1
H 2.49992 -3.02695 -0.17717 0.20
H 5.44543 -3.24290 0.61816 0.21
H 2.46518 -1.30320 -0.54687 0.21
C -4.29604 -0.25219 -2.04325 0.70
N -1.10390 0.37006 0.58672 -0.41
H 5.29326 -2.80829 2.32054 0.21
N -0.50728 4.20266 0.70973 -0.34
H 4.13033 -3.91301 1.58449 0.20
H 2.13297 -2.36887 2.22467 0.22
C 3.11331 -2.13436 -0.28027 -0.61
C -0.06243 3.17245 0.96170 0.29
H 3.38753 -1.46291 3.09781 0.21
C -4.07039 -1.23455 -3.17928 -0.50
C -5.08003 -1.03364 -4.30891 -0.39
H 4.64452 3.44099 3.02857 0.21
H -2.11561 -1.40904 1.04818 0.19
C 2.84600 -1.54671 2.15355 -0.44
C -2.09563 1.37254 0.26104 -0.22
H -3.05502 -1.12012 -3.56449 0.22
C 3.73321 2.85417 3.12834 -0.38
H 3.02606 3.78525 1.28123 0.23
H -5.04359 -1.89709 -4.97705 0.20
N -3.34434 -0.25071 -1.07244 -0.44
C 2.61557 3.35201 2.19802 -0.45
C 2.09252 -0.27698 1.90247 0.29
H -1.79626 1.93703 -0.63269 0.20
C -2.14645 -1.06418 -1.08470 -0.22
H -0.53553 -1.57996 0.26579 0.26
C 1.86963 2.09907 1.86241 0.12
H -3.80310 0.21023 -5.53615 0.19
H 4.48171 -0.96320 0.88246 0.19
H -5.52441 0.35495 -5.89969 0.21
O -5.26583 0.47620 -1.97363 -0.64
N 0.87614 -0.40308 1.38866 -0.52
H 3.82226 -2.29439 -1.08966 0.21
H -4.16614 -2.24556 -2.77319 0.23
C 4.73502 -3.02517 1.41244 -0.60
H -2.19923 2.08044 1.08905 0.22
H -4.87033 1.10298 -4.44325 0.22
H -6.07974 -0.97378 -3.87703 0.22
C 0.12285 0.65554 1.08817 0.47
C -4.79951 0.23886 -5.09786 -0.61
C 3.94692 1.37677 2.75687 -0.43
H -4.18461 1.45346 -0.28421 0.26
H -1.44989 -0.70985 -1.85766 0.19
C 3.84795 -1.84529 1.02503 -0.20
H 4.73490 1.27427 2.00526 0.21
H -2.39888 -2.10618 -1.30302 0.21
C -3.44344 0.70722 0.01028 -0.23
C -1.45716 -0.99630 0.27469 -0.23
C 0.60126 1.98055 1.29643 -0.32
H 4.22672 0.76943 3.61815 0.22
H 1.97949 4.10657 2.66082 0.23
C 2.62469 0.97589 2.17243 -0.08
H 3.39728 2.92267 4.16428 0.21
H -3.79784 0.21620 0.92403 0.19

***

16
Properties=species:S:1:pos:R:3:nbo_charge:R:1 method="wB97M-V/def2-TZVPD" homo_ev=-7.828 smiles="C[C@@H]1N=NN(C)N1S" de_lowest_kcal_mol=94.79 charge=0 spin_multiplicity=1
S 1.24135 -1.51669 1.03774 0.26
H 1.80222 1.56892 0.77355 0.22
N -0.82465 -0.09373 -1.83081 0.05
C -1.35567 -2.03053 -0.83418 -0.42
C 1.09211 0.63521 -0.91407 0.06
N 0.53509 -0.47544 0.01894 -0.53
H 0.28540 2.25345 0.24660 0.23
N -0.67364 -0.79094 -0.73033 -0.13
H -0.99821 -2.65472 -0.09486 0.22
N 0.07792 0.72010 -1.99560 -0.25
H 2.01062 0.16229 -1.42622 0.20
H 0.94044 -0.96890 2.24372 0.08
H -1.16458 -2.33579 -1.90124 0.21
H -2.48754 -1.97032 -0.58870 0.21
H 1.74744 2.57191 -0.67886 0.22
C 1.22355 1.82885 -0.09946 -0.63

***

240
Properties=species:S:1:pos:R:3:lowdin_charge:R:1 method="wB97M-V/def2-TZVPD" homo_ev=-4.044 de_lowest_kcal_mol=0.00 charge=+1 spin_multiplicity=1
H -6.77202 -5.65115 -1.42468 0.11
H 2.88079 -0.32956 10.13385 0.11
H 1.20747 1.04810 5.86848 0.12
C -1.71109 4.52357 -3.17173 -0.14
H -0.72055 -1.42930 6.10460 0.11
N -3.93426 3.73663 -4.27485 -0.20
C 1.26593 4.88509 5.29647 -0.93
N 3.87015 -5.44691 -1.71633 -0.17
H 5.13701 -5.75125 -0.04832 0.11
H 2.64387 10.51833 -1.54001 0.10
H -5.96975 -0.74036 -2.96667 0.09
H 1.08755 -1.61086 -4.58298 0.09
C 0.50406 0.44503 6.44259 -0.11
H 1.51710 -5.54723 3.07971 0.13
O 3.56380 4.66733 2.49852 -0.02
C -2.36420 -4.47292 3.42761 -0.21
H 4.60191 -4.01061 -3.25147 0.12
H 4.37105 -0.71421 9.47276 0.10
C -3.63068 1.29900 -0.06635 -0.89
H 2.73828 5.92602 -1.61235 0.09
H 2.51951 -0.07322 -0.75931 0.10
H -4.62153 5.57840 -4.88651 0.13
C -5.08698 -4.57706 -0.49756 -0.17
C 0.84226 10.17760 -3.61490 -0.09
H 0.39394 -0.69446 8.39083 0.13
H 3.91242 -7.54518 -4.66981 0.12
H -3.49663 3.70752 -2.12359 0.11
H -3.52499 5.88403 -7.95073 0.08
H -5.65987 -2.99004 -4.05376 0.11
C 2.76604 11.23155 -5.50505 -0.20
O 2.38785 -2.88625 2.56807 -0.01
H 0.35412 -0.95509 -1.38113 0.12
H 3.16743 -2.74973 8.39644 0.12
H 0.71486 -0.46424 2.43846 0.11
H 2.58933 -2.84992 6.27568 0.11
H -2.20963 -4.14826 4.45660 0.12
H -2.33328 -6.92902 4.08219 0.11
H -1.79306 -7.35883 1.56873 0.11
H -3.94210 -3.06831 3.07120 0.09
C -0.06459 -1.02564 -0.37724 -0.09
C 0.46643 2.79271 1.60991 -0.15
H -5.31032 -4.97394 0.49275 0.11
H -1.38813 1.66488 -5.14208 0.11
H 2.88975 -2.18596 11.65572 0.07
C 3.13634 10.56006 -2.51153 0.04
C -5.42002 -4.86822 -3.02645 -0.13
H -3.10277 -5.26340 3.29432 0.10
C 0.95935 -6.48139 3.14573 -0.09
H 1.50284 6.26741 -0.49292 0.10
C 0.01324 -8.34869 1.77600 -0.19
O -3.24302 0.63742 3.28683 -0.05
N 2.20028 -1.07346 7.53730 -0.23
H 4.93335 3.09176 2.15415 0.09
O 5.04456 3.50266 1.29368 0.05
H 1.64801 -2.24997 9.15253 0.13
H -5.70759 2.60449 -4.61752 0.09
H 0.24844 1.71674 3.41262 0.12
H 1.22306 12.36229 -3.57722 0.11
H 3.67292 -4.92605 0.45546 0.08
H 3.63478 -6.69099 0.12549 0.08
H -0.03672 5.90233 6.04954 0.09
H 3.50208 -2.55421 -1.19785 0.10
H -2.96731 -3.47154 1.58435 0.05
H 0.78890 -6.36279 1.02208 0.09
C -0.66193 -3.42021 -0.65061 -0.11
H -5.99254 -5.54288 -3.66298 0.12
O -3.82275 2.26453 0.70414 -0.02
H -3.42055 -1.59996 -1.35918 0.11
N -5.31275 -2.48667 -1.93686 -0.22
C -2.95165 -3.23797 2.64892 -0.04
C 2.59945 -1.89275 8.75850 -0.16
H -3.75012 5.27376 -2.78404 0.13
H 0.97285 5.83248 -2.15315 0.07
H -1.99832 -8.90409 2.38246 0.13
C 1.35164 11.67693 -5.54240 -0.21
C 2.20545 -0.13685 0.28252 0.04
C -1.02412 -4.93612 2.89892 -0.12
H 4.11358 9.75825 -4.76130 0.14
C -5.37404 3.27297 -3.82381 0.04
C -0.10901 -0.70204 5.57053 -0.14
H 4.15484 -3.18137 10.75496 0.07
N 2.28301 9.70471 -3.49913 -0.21
H 1.80465 1.50381 2.72140 0.12
H -0.71241 1.54970 -0.69159 0.12
C -5.70915 -5.46963 -1.58414 -0.17
H 3.40895 7.83338 -3.28995 0.14
C 1.08802 -1.61561 5.21047 -0.22
H -1.12344 -5.94849 5.68820 0.11
C 0.24998 0.28402 1.79652 -0.09
C -4.54901 5.57447 -7.74180 -0.08
H -4.99616 -2.45286 0.21871 0.13
C 4.51688 -2.92803 -1.33403 -0.23
H -1.14174 -0.86598 -0.42590 0.12
H -3.85238 3.67258 -7.07553 0.11
C 1.77659 -5.16830 -3.23374 -0.15
H -4.92955 5.25047 -8.71046 0.08
H 1.78089 7.56352 -3.84981 0.13
O 0.89682 0.26964 -4.81946 -0.09
H 2.01227 -6.43115 -5.06278 0.11
H -4.03943 -0.62694 -3.76854 0.08
H -0.02859 3.44270 -3.83970 0.12
H 5.07829 -0.90103 -1.17758 0.09
H -3.56421 2.55523 2.63496 0.04
H 4.23743 -1.22064 6.98140 0.11
H 3.83609 -7.55736 -2.01140 0.11
C -3.79088 -2.23369 -2.16500 -0.08
H -4.00977 -4.72079 -0.41356 0.09
H 2.03411 -4.23977 -1.33120 0.10
O -3.26064 0.21760 0.61999 0.03
H -6.03663 4.12190 -3.65534 0.11
H -0.10762 -2.52526 1.20294 0.10
H 0.68008 -6.23488 5.57763 0.11
C 5.23072 -1.70582 -1.89673 -0.08
H 1.74996 -1.20508 4.44798 0.10
N 0.70755 0.11860 0.31624 -0.15
H 1.38652 -7.22699 3.81633 0.14
H 2.20079 8.31973 -0.94714 0.12
C 1.06099 -0.07504 7.79130 -0.07
H 2.67784 9.07886 -5.51584 0.13
C 0.69564 11.61741 -4.17312 -0.14
N -0.43119 -6.10504 3.71832 -0.23
H 1.58094 -7.32823 -3.61366 0.11
H 0.80305 1.43487 -1.49250 0.12
C -4.00064 4.82026 -5.36382 -0.15
C 1.77302 -0.22756 -4.03682 -0.94
H -0.33611 11.96368 -4.23372 0.12
H 2.49078 -1.10146 0.70229 0.08
H -1.81225 -1.13653 -4.83228 0.08
H -1.03055 -8.00147 4.50306 0.13
C 3.03338 9.86971 -4.85534 -0.10
C -5.93619 -3.40808 -3.08579 -0.07
H -0.35404 -3.44249 -1.69598 0.06
C 1.75919 -2.15614 6.40853 -0.09
H 4.25573 -5.90615 -4.48310 0.11
C 3.68802 -6.70726 -4.00979 -0.16
O 1.75933 3.90244 4.76791 -0.06
C 2.14831 -6.47358 -3.98213 -0.17
C 0.35425 1.43428 -0.49918 -0.08
C -3.17262 1.56298 4.05402 -0.90
H -0.01988 -8.89509 0.83342 0.12
H 1.34615 12.70753 -5.89729 0.12
C -6.10015 -1.17039 -1.97361 0.02
H 4.63700 -1.78723 11.56477 0.07
H 1.96161 -7.46890 1.47011 0.11
C 2.31851 -5.19423 -1.77417 -0.09
H -0.32143 1.10881 6.69962 0.13
O -0.00026 5.03318 5.64353 0.08
C 0.15720 -2.42947 0.14995 -0.22
H 3.36617 0.02623 6.00853 0.11
H -7.16613 -1.32448 -1.80624 0.10
C 2.37989 8.17332 -3.17345 -0.08
H 0.84333 11.10841 -6.32119 0.12
H 0.83674 3.75909 1.95210 0.13
H -5.67152 -0.55153 -1.18532 0.11
O 1.77480 -1.49845 -3.92218 0.07
H -3.00082 5.24519 -5.45274 0.12
C -4.51988 4.44985 -6.70354 -0.25
C -3.24332 2.44099 -4.70617 -0.12
H 1.49586 0.72808 8.38628 0.13
H 1.12282 -2.92120 0.03221 0.08
C 1.73120 6.33922 -1.55631 -0.11
C 4.29259 -6.74423 -2.57578 -0.06
H -1.10135 -5.25441 1.85930 0.11
C 0.86103 2.67703 0.16452 -0.17
H -0.49453 -4.44781 -0.32792 0.06
H 5.74150 -4.57997 -2.07452 0.13
C -3.22779 4.33585 -2.97271 -0.06
H 5.35974 -6.96562 -2.59208 0.13
C 1.77230 7.77588 -1.78900 -0.26
H -3.42722 0.70956 1.42734 0.04
H -5.15395 6.41718 -7.40716 0.08
H -3.83314 -2.25003 -4.34870 0.09
H -5.27344 2.52307 -3.03919 0.08
H 3.74658 0.31910 7.74075 0.10
H 1.95010 2.64950 0.12912 0.12
C 3.78053 -2.19463 11.02760 -0.07
H 4.15500 10.19427 -2.38262 0.12
H -5.38611 -6.50656 -1.49177 0.11
H 1.89564 -6.09224 -1.32380 0.11
H -1.52029 -0.52614 -3.22599 0.07
H -1.42997 -2.27360 -3.54718 0.06
H 0.39029 10.09407 -2.62655 0.13
C 3.46359 -1.19973 9.83176 -0.21
H -5.48666 3.94971 -6.64611 0.11
H -0.62260 2.80163 1.65491 0.12
H -6.61309 -3.03399 -0.28740 0.13
O 2.18786 5.69662 5.54222 -0.10
H -1.72525 -3.21638 -0.52448 0.05
H -4.35827 -4.91645 -3.26824 0.11
O -3.65735 1.35433 -1.28719 -0.04
H 0.35003 9.41057 -4.21280 0.14
C 4.31308 4.58482 1.52011 -0.94
O -3.15855 1.36772 5.27911 -0.05
H 3.12293 11.62438 -2.74639 0.09
H 2.72520 0.51876 0.98119 0.11
O 4.48160 -3.27333 2.10719 0.10
C -5.54550 -3.05321 -0.50648 -0.05
H 5.14960 -3.34356 2.79308 0.11
H -3.35534 -3.23235 -2.13147 0.10
C 4.05442 -5.73045 -0.17343 0.03
H -7.01249 -3.25808 -3.00101 0.13
C -3.49888 -1.55431 -3.57906 -0.19
C 0.96693 -7.13734 1.76805 -0.15
H 2.27831 -4.33535 -3.72626 0.10
H -2.46930 -2.30925 2.95374 0.08
H 4.93170 -3.04499 -0.33287 0.09
C -1.96847 -1.35384 -3.77565 -0.08
H -0.31499 -4.12764 3.07668 0.12
O 4.25164 5.48893 0.67904 -0.10
C -0.18648 -5.69912 5.19018 0.05
H -1.60734 5.38051 -3.83732 0.10
H 0.63667 -2.33095 4.52296 0.09
H 4.84495 -1.58137 -2.90856 0.08
O 3.97747 -3.17189 4.06274 -0.03
C 4.72388 -4.20564 -2.18601 -0.07
C -1.71752 2.68015 -4.92109 -0.15
C 0.74672 1.53362 2.46062 -0.16
H 6.30566 -1.83854 -2.01908 0.08
H 0.31427 -9.23009 2.34223 0.12
H 0.99464 -2.69846 6.96481 0.11
C 3.53895 -3.04834 2.91598 -0.98
H -3.43544 1.73303 -3.89996 0.10
H 0.77532 -4.77527 -3.41008 0.11
H 0.15672 -4.67212 5.06534 0.10
H -3.62141 1.98231 -5.61982 0.12
H -0.65112 -0.22433 4.75444 0.10
H -1.68929 3.44313 -5.69902 0.11
H -1.40229 4.80889 -2.16607 0.12
O -3.44602 2.79828 3.55614 0.07
H 3.41892 11.97270 -5.04402 0.12
H -1.11121 2.38405 -2.94184 0.11
C -1.35608 -8.02625 2.31149 -0.16
C -1.40293 -7.35592 3.70764 -0.06
H -0.82888 0.13265 1.83188 0.12
H 0.54321 3.63217 -0.25357 0.12
H 0.71160 8.01910 -1.72700 0.10
H 3.20725 11.14566 -6.49806 0.13
O 2.64729 0.41600 -3.44009 -0.02
C 3.48817 -0.42905 6.99135 0.04
C -1.07605 3.19076 -3.67400 -0.17

***

12
Properties=species:S:1:pos:R:3:nbo_charge:R:1 method="wB97M-V/def2-TZVPD" homo_ev="-10.299 / -10.303" de_lowest_kcal_mol=35.86 charge=+1 spin_multiplicity=1
C -1.17146 -0.32168 0.09437 -0.21
Zn 1.43526 0.49521 1.46106 1.49
O 0.18560 -0.66714 0.42180 -0.65
Li 3.75508 -0.75377 -1.47153 0.99
H -1.77299 -1.17518 0.41444 0.19
C -1.55744 0.98457 0.32468 -0.15
Li -0.50716 -1.49423 -2.14808 0.91
H -2.62719 1.10191 0.52851 0.21
O 2.14405 -0.68069 -0.37956 -0.92
O 0.36299 1.87056 1.72793 -1.37
C 0.98988 -1.12191 -0.59285 0.31
H -1.23663 1.76233 -0.38077 0.21

***

Q: Which value of charge does entry 2 give?
A: 0